Entry from the Open Molecules 2025 dataset: a single CHIOS2 molecule at a distorted geometry (ωB97M-V/def2-TZVPD).

ORCA input file:
```
! RIJCOSX wB97M-V def2-TZVPD def2/J DEFGRID3
* xyz 0 1
C 0.0928 0.4069 0.7641
O -0.9082 -1.6948 -0.3894
S 0.2280 1.4835 -0.5616
S -0.4645 -1.1539 0.8947
I 0.7287 0.1030 -2.4235
H 0.3232 0.8554 1.7157
*
```

* E_HOMO: -8.66 eV
* Kohn-Sham gap: 7.52 eV
* total energy: -1207.9667 a.u.
* ΔE to the lowest compared entry with this formula, charge and spin: 115.8 kJ/mol
* maximum force: 1.84 eV Å⁻¹
* lowest unoccupied orbital energy: -0.042 Ha
* molar mass: 220.1 g/mol

Mulliken charges in e: C -0.209; O -0.482; S -0.136; S 0.385; I 0.122; H 0.320


Entry from the Open Molecules 2025 dataset: 2 unconnected molecules or ions with the total composition C2HO4P at a distorted geometry (ωB97M-V/def2-TZVPD).

ORCA input file:
```
! RIJCOSX wB97M-V def2-TZVPD def2/J DEFGRID3
* xyz 0 1
O 0.7245 1.2652 -0.4080
C 1.3095 0.4439 0.2954
P 1.1388 -1.3574 -0.1972
O 1.0146 -1.7652 1.1722
H 1.6628 0.7037 1.4125
O -2.7202 1.0760 -0.8479
C -1.9622 0.2308 -0.7529
O -1.1678 -0.5970 -0.6742
*
```

* E_HOMO: -9.14 eV
* Kohn-Sham gap: 8.28 eV
* total energy: -719.1057 a.u.
* ΔE to the lowest compared entry with this formula, charge and spin: 13.8 kJ/mol
* maximum force: 3.93 eV Å⁻¹
* lowest unoccupied orbital energy: -0.032 Ha
* molar mass: 120.0 g/mol
* SMILES string: O=CP=O.O=C=O

Mulliken charges in e: O -0.445; C 0.105; P 0.431; O -0.413; H 0.302; O -0.323; C 0.723; O -0.381


Entry from the Open Molecules 2025 dataset: a molecular structure, C25H31N5O2RuS at a distorted geometry (ωB97M-V/def2-TZVPD).

ORCA input file:
```
! RIJCOSX wB97M-V def2-TZVPD def2/J DEFGRID3
* xyz 1 2
Ru 0.3025 0.5913 1.0795
O 1.3600 2.2426 0.3073
C 2.5703 2.4062 0.7994
C 3.5633 2.9652 -0.0262
C 4.8788 3.0668 0.3812
C 5.2775 2.6523 1.6509
C 4.3118 2.1967 2.5192
C 2.9727 2.0739 2.1291
C 1.9557 1.9620 3.1499
N 0.7276 1.9378 2.7981
C -0.3792 2.3333 3.6471
C -1.5912 2.2293 2.7348
N -1.4633 0.9192 2.1149
C -2.4339 0.0922 2.2271
C -2.4057 -1.3000 1.8766
C -3.5947 -2.0473 1.8913
C -3.5690 -3.4124 1.7349
C -2.3317 -4.0545 1.6205
C -1.1490 -3.3472 1.6263
C -1.1585 -1.9445 1.7189
O -0.0255 -1.2854 1.6985
H 3.2701 3.3223 -1.0074
H 5.6089 3.4823 -0.3022
H 6.3086 2.7359 1.9622
H 4.5734 1.9552 3.5434
H 2.2536 2.1270 4.1893
H -0.2391 3.3736 3.9466
H -0.4676 1.7146 4.5443
H -1.5142 2.9959 1.9622
H -2.5403 2.3259 3.2619
H -3.3555 0.4575 2.6809
H -4.5358 -1.5312 2.0454
H -4.4840 -3.9873 1.7411
H -2.2995 -5.1337 1.5369
H -0.1983 -3.8615 1.5740
S 3.3154 -1.0169 -2.2198
C 2.5235 -2.3136 -1.4307
C 1.7515 -1.8376 -0.4274
N 1.7740 -0.4689 -0.2801
C 2.5631 0.0767 -1.1677
H 2.6687 -3.3406 -1.7187
H 1.1631 -2.4284 0.2525
H 2.7137 1.1387 -1.2390
C -0.5724 -0.9396 -4.7389
C -1.6041 -0.0020 -4.1282
N -1.7189 -0.1434 -2.6730
C -2.6609 -1.1421 -2.1654
C -2.0165 -2.4724 -1.7908
C -0.9177 0.5385 -1.8348
C -0.0207 1.5909 -2.4016
N -0.9745 0.3698 -0.5370
H -0.5332 -0.8023 -5.8194
H -0.8193 -1.9821 -4.5405
H 0.4234 -0.7474 -4.3354
H -2.5898 -0.2002 -4.5486
H -1.3743 1.0327 -4.3704
H -3.4139 -1.2859 -2.9385
H -3.1989 -0.7204 -1.3103
H -1.6874 -3.0153 -2.6757
H -2.7307 -3.0945 -1.2514
H -1.1507 -2.3254 -1.1449
H -0.6396 2.3613 -2.8658
H 0.6408 1.1919 -3.1699
H 0.5606 2.0436 -1.6052
H -1.6732 -0.3189 -0.2811
*
```

* E_HOMO (spin up / spin down): -10.33 / -10.31 eV
* Kohn-Sham gap (spin up / spin down): 7.59 / 7.13 eV
* total energy: -1888.4005 a.u.
* ΔE to the lowest compared entry with this formula, charge and spin: 127.7 kJ/mol
* maximum force: 1.25 eV Å⁻¹
* lowest unoccupied orbital energy (spin up / spin down): -0.101 / -0.117 Ha
* molar mass: 566.7 g/mol

Mulliken charges in e: Ru 0.467; O -0.999; C 0.496; C 0.018; C -0.466; C -0.794; C -0.620; C 0.175; C -0.243; N -0.123; C -0.901; C -0.674; N 0.423; C -0.287; C 0.393; C -0.402; C -0.871; C -0.594; C -0.396; C 0.589; O -0.791; H 0.520; H 0.417; H 0.415; H 0.400; H 0.467; H 0.451; H 0.400; H 0.276; H 0.396; H 0.304; H 0.417; H 0.421; H 0.404; H 0.496; S -0.124; C -0.231; C -0.960; N 0.587; C -0.186; H 0.486; H 0.390; H 0.310; C -0.867; C -0.812; N 0.215; C -1.243; C -0.241; C 1.482; C -1.548; N 0.255; H 0.408; H 0.253; H 0.170; H 0.405; H 0.422; H 0.396; H 0.514; H 0.386; H 0.273; H -0.120; H 0.641; H 0.261; H -0.016; H -0.687


Entry from the Open Molecules 2025 dataset: a molecular structure, C36H27Cl5MoN3O3S2 at a distorted geometry (ωB97M-V/def2-TZVPD).

ORCA input file:
```
! RIJCOSX wB97M-V def2-TZVPD def2/J DEFGRID3
* xyz 3 1
Mo -0.5734 0.9268 -0.5701
C -2.9572 3.1830 2.3526
C -2.6231 2.5876 1.0334
N -1.6418 1.6949 0.9926
N -0.9646 1.4205 2.1552
C 0.3284 1.5345 2.1154
S 1.1990 2.0366 0.6300
S 1.3268 1.2717 3.4755
C 0.0822 0.9063 4.7441
C -0.6860 2.0902 5.2840
C -0.4554 3.4039 4.8999
C -1.1963 4.4365 5.4616
C -2.1723 4.1619 6.4073
C -2.4060 2.8480 6.7950
C -1.6677 1.8185 6.2371
C -3.2296 3.0625 -0.1886
C -4.4372 3.7747 -0.2017
C -4.9170 4.3380 -1.3663
C -4.1881 4.2410 -2.5498
C -2.9841 3.5573 -2.5736
C -2.5280 2.9564 -1.4167
O -1.3784 2.2436 -1.3967
H -2.2257 3.9665 2.5782
H -2.8582 2.4396 3.1441
H -3.9424 3.6358 2.3677
H 0.6639 0.4252 5.5334
H -0.5948 0.1654 4.3182
H 0.3228 3.6378 4.1820
H -0.9973 5.4608 5.1744
H -2.7398 4.9686 6.8505
H -3.1559 2.6271 7.5426
H -1.8409 0.7955 6.5525
H -5.0211 3.8586 0.7037
H -5.8622 4.8626 -1.3527
H -4.5686 4.6884 -3.4579
H -2.3985 3.4675 -3.4796
Cl 1.5962 1.1951 -2.7536
C 0.5187 -0.1079 -3.1719
C -0.5761 -0.2040 -2.3508
C -1.5394 -1.1506 -2.6108
Cl -2.8885 -1.1007 -1.5189
C -1.4178 -2.0386 -3.6687
Cl -2.6378 -3.1846 -3.9817
C -0.2614 -1.9595 -4.4720
Cl -0.0569 -3.0465 -5.7617
C 0.7207 -0.9841 -4.2259
Cl 2.1277 -0.8544 -5.1832
C 3.9858 -5.4338 -4.1665
O 3.5643 -4.4250 -3.2345
C 4.2377 -3.2682 -3.1788
C 5.3316 -2.9197 -3.9629
C 5.9352 -1.6880 -3.7904
C 5.4713 -0.7809 -2.8337
C 4.3902 -1.1118 -2.0517
C 3.7623 -2.3467 -2.2255
N 2.6678 -2.7790 -1.4663
C 1.8754 -2.0955 -0.7078
C 0.8594 -2.6828 0.1291
C 0.8806 -4.0350 0.4943
C -0.0478 -4.5540 1.3745
C -1.0201 -3.7281 1.9275
C -1.0866 -2.3918 1.5733
C -0.1660 -1.8736 0.6767
O -0.2980 -0.5801 0.2680
H 3.8573 -5.0818 -5.1900
H 3.3417 -6.2888 -3.9915
H 5.0213 -5.7230 -3.9912
H 5.7168 -3.6128 -4.6971
H 6.7942 -1.4275 -4.3940
H 5.9785 0.1628 -2.6933
H 4.0635 -0.4387 -1.2680
H 2.4927 -3.7798 -1.5724
H 2.0141 -1.0214 -0.6900
H 1.6648 -4.6822 0.1210
H -0.0022 -5.5984 1.6506
H -1.7313 -4.1318 2.6353
H -1.8517 -1.7408 1.9775
*
```

* E_HOMO: -15.37 eV
* Kohn-Sham gap: 4.31 eV
* total energy: -4942.5695 a.u.
* ΔE to the lowest compared entry with this formula, charge and spin: 92.0 kJ/mol
* maximum force: 3.28 eV Å⁻¹
* lowest unoccupied orbital energy: -0.406 Ha
* molar mass: 887.0 g/mol

Mulliken charges in e: Mo -0.194; C -1.260; C 0.869; N -0.243; N -0.115; C 0.561; S -0.120; S -0.044; C -0.851; C 0.653; C -0.245; C -0.707; C -0.540; C -0.567; C -0.549; C 0.101; C -0.794; C -0.906; C -0.573; C -0.687; C 0.878; O -0.076; H 0.327; H 0.287; H 0.423; H 0.606; H 0.276; H 0.500; H 0.454; H 0.441; H 0.429; H 0.431; H 0.432; H 0.458; H 0.459; H 0.521; Cl 0.013; C 0.742; C -1.162; C 1.056; Cl -0.083; C 0.119; Cl -0.121; C 0.536; Cl -0.099; C 0.114; Cl -0.063; C -0.944; O -0.428; C 1.054; C -0.495; C -0.797; C -1.074; C -0.268; C 0.061; N 0.225; C 0.584; C 0.592; C -0.841; C -0.932; C -0.790; C -0.478; C -0.515; O 0.595; H 0.392; H 0.263; H 0.407; H 0.504; H 0.444; H 0.453; H 0.524; H 0.320; H 0.383; H 0.502; H 0.467; H 0.491; H 0.612